The following is a quantum chemistry calculation of the molecule C24H27NO3, from the OMol25 dataset.

XYZ file:
```
55
Properties=species:S:1:pos:R:3:forces:R:3:nbo_charge:R:1
O -1.73995 -0.18669 2.44416 0.11 -1.06 -1.07 -0.58
O -2.44332 -2.26354 1.91697 0.30 0.64 -0.72 -0.54
O 1.22599 -0.08300 2.27660 0.31 -0.41 0.09 -0.50
N -1.61571 2.74287 -0.26984 -0.26 -0.19 -0.29 -0.37
C 1.90830 2.25716 -0.32010 0.45 -0.07 0.24 -0.12
C 0.91561 -1.20109 1.96942 -0.66 -0.97 -0.41 0.62
C -0.05781 -0.63902 -0.17647 0.05 2.42 -3.70 -0.28
C 1.19310 -0.85714 -1.07883 0.12 -0.06 -1.12 0.08
C 1.55104 4.67957 -0.46055 -1.35 -0.15 0.12 -0.21
C -0.21847 -1.47926 0.98333 -1.05 -0.24 3.96 -0.40
C 0.15662 4.50443 -0.35417 0.89 -0.88 -0.09 -0.29
C 2.81164 -0.29328 -2.88300 -0.26 -0.13 0.18 -0.23
C 4.90414 -1.69603 -3.21581 0.69 -0.17 -0.49 -0.63
C -1.56337 -1.20589 1.80670 0.16 0.71 1.38 0.83
C -3.75585 -1.91258 2.48452 0.30 0.07 -0.05 -0.07
C 3.57854 -1.42754 -2.59679 -0.47 -0.20 0.84 -0.01
C -2.92485 0.65905 -0.35067 -0.86 -0.54 0.18 -0.67
C 3.04197 -2.33966 -1.68804 -0.14 -0.09 0.00 -0.23
C -1.63709 1.35552 -0.21748 0.56 0.90 0.24 0.21
C -0.30963 3.17680 -0.34057 0.19 -0.42 0.72 0.23
C 1.55493 -2.48160 2.42691 0.74 0.13 0.81 -0.74
C 2.39906 3.57243 -0.45829 0.01 -0.89 0.04 -0.27
C -4.66104 -3.11963 2.51936 -0.04 -0.42 0.15 -0.63
C 1.84877 -2.07276 -1.01758 -0.03 -0.39 0.42 -0.24
C 0.52799 2.00304 -0.25136 -0.28 1.46 0.25 -0.12
C -2.78108 3.60403 -0.14420 0.40 -0.23 0.04 -0.40
C 1.62606 -0.02779 -2.16987 -0.13 0.08 -0.20 -0.20
C -0.36604 0.86158 -0.08902 0.08 -0.26 -0.94 -0.08
H -0.54186 5.32724 -0.23707 0.29 0.02 -0.25 0.21
H -3.35003 0.43509 0.64370 0.04 0.07 -0.43 0.23
H -3.26951 3.44175 0.82163 0.00 0.07 -0.10 0.21
H -5.68440 -2.80998 2.73572 0.04 0.23 0.00 0.22
H 3.18830 0.37275 -3.68546 -0.61 -0.28 0.62 0.22
H -4.69805 -3.65943 1.57711 0.15 0.04 -0.16 0.22
H -3.50350 3.43368 -0.94689 0.10 0.08 0.05 0.20
H 5.36648 -2.59221 -2.78072 -0.13 0.24 -0.10 0.22
H -2.80714 -0.28987 -0.89914 -0.04 0.26 0.24 0.22
H -4.40231 -3.82693 3.30836 0.23 0.02 -0.08 0.21
H 1.33805 -2.86626 -0.46303 0.69 0.15 0.15 0.20
H 5.61133 -0.86514 -3.08992 -0.23 -0.11 0.06 0.22
H 3.47736 3.73811 -0.54167 -0.38 -0.16 0.07 0.21
H -3.66352 1.26455 -0.89829 0.30 -0.23 0.15 0.22
H 2.60270 1.40592 -0.24419 -0.25 0.67 -0.04 0.21
H 1.03198 0.81277 -2.56859 0.30 -0.36 0.84 0.23
H 3.54518 -3.28487 -1.46809 -0.07 0.26 -0.27 0.21
H 2.32843 -2.80012 1.69586 -0.47 0.21 0.42 0.25
H -0.29137 -2.52765 0.75518 0.28 -0.42 -0.31 0.23
H -3.62379 -1.51403 3.49521 0.12 0.08 -0.28 0.20
H 2.02724 -2.18660 3.36204 0.36 -0.56 0.15 0.24
H -2.42111 4.62888 -0.19175 -0.27 -0.01 -0.02 0.22
H -4.20776 -1.14425 1.84607 0.27 -0.03 0.18 0.18
H 1.94471 5.68441 -0.53046 0.11 -0.02 0.05 0.21
H -0.82820 -1.12427 -0.73560 -1.01 0.46 -1.48 0.22
H 4.82249 -1.86832 -4.29651 -0.03 0.03 0.13 0.22
H 0.83872 -3.31521 2.59116 0.35 0.65 -0.19 0.23
```
Forces are in eV/Å.

Its molar mass is 377.48 Da. For the total energy, the calculation gives -32957.88158 eV. Its relative energy (zero: lowest compared OMol25 entry of this formula, charge and spin) is 13.3 kJ/mol. The HOMO energy comes out at -7.4 eV. For the gap between HOMO and LUMO, the calculation gives 7.99 eV. The max |F| comes out at 4.42 eV Å⁻¹.

***

The following is a quantum chemistry calculation of a structure of composition C4H6O2, from the OMol25 dataset.

XYZ file:
```
12
Properties=species:S:1:pos:R:3:forces:R:3:nbo_charge:R:1
O -1.56363 1.51481 -0.54802 0.34 -0.28 0.26 -0.55
O 1.53458 -1.10395 1.47366 0.10 0.18 0.03 -0.63
C -0.74071 0.82751 0.00243 -0.27 0.25 -0.18 0.58
C -0.66426 -0.70167 0.29402 -0.08 -0.14 -0.02 -0.55
C 0.65500 -0.29252 0.89939 -0.10 0.05 -0.06 0.42
C 0.56849 1.03490 0.64245 0.06 0.02 0.02 -0.45
H 2.29740 -0.59133 1.77856 -0.07 -0.12 -0.02 0.49
H -0.71531 0.24980 -2.72657 -0.01 -0.06 -0.05 0.02
H 1.20074 1.89625 0.82324 -0.08 -0.13 -0.02 0.22
H -0.55216 -0.40421 -3.04138 0.02 0.05 -0.01 -0.02
H -0.60704 -1.34324 -0.59076 0.00 0.10 0.13 0.23
H -1.41309 -1.08635 0.99297 0.09 0.07 -0.07 0.22
```
Forces are in eV/Å.

Its molar mass is 86.09 Da. For the total energy, the calculation gives -8337.93919 eV. Its relative energy (zero: lowest compared OMol25 entry of this formula, charge and spin) is 243.3 kJ/mol. The HOMO energy comes out at -9.5 eV. For the gap between HOMO and LUMO, the calculation gives 9.93 eV. The max |F| comes out at 0.51 eV Å⁻¹.

***

The following is a quantum chemistry calculation of a structure of composition C13H13N4O5Y, from the OMol25 dataset.

XYZ file:
```
36
Properties=species:S:1:pos:R:3:forces:R:3:nbo_charge:R:1
Y 0.35660 -0.19573 -1.25298 0.18 0.05 -0.05 2.35
O 0.07941 1.82753 -1.31877 -0.28 -0.17 -0.03 -0.89
O -1.31722 3.56245 -1.47654 -0.19 -0.10 0.07 -0.51
O 2.43320 -0.84796 -1.36882 -0.24 -0.02 -0.07 -0.83
O -4.03769 4.01906 -1.55290 -0.07 -0.16 0.10 -0.63
O -5.71098 2.57871 -1.76881 0.01 -0.02 0.07 -0.52
N 0.41667 -0.48410 1.08764 0.25 -0.26 -0.06 -0.64
N -3.15401 -0.53870 -1.83993 0.25 0.05 -0.05 -0.29
N 3.23378 -1.99842 0.36071 0.26 0.26 -0.19 -0.54
N -1.95073 0.05642 -1.69728 -0.06 0.07 0.00 -0.51
C 1.16833 -1.44422 1.68023 0.01 0.15 0.18 0.20
C -0.22540 0.41072 1.85891 0.00 -0.04 0.13 0.08
C 1.26847 -1.52553 3.05710 -0.07 0.05 -0.14 -0.21
C -4.15153 0.33737 -1.86740 0.14 0.30 0.12 0.10
C 0.58981 -0.60452 3.84780 -0.01 0.01 0.03 -0.08
C -0.16823 0.38201 3.24229 -0.01 0.04 -0.24 -0.21
C -3.60190 1.61380 -1.71500 -0.37 -0.43 -0.09 -0.21
C 4.82081 -0.91762 -1.15504 -0.03 -0.09 0.03 -0.72
C 1.91666 -2.43478 0.81060 -0.03 -0.38 -0.07 -0.27
C -1.12569 2.37959 -1.47167 0.46 0.18 0.00 0.77
C -4.54068 2.80443 -1.67140 0.06 0.13 -0.21 0.78
C 3.44071 -1.25654 -0.72090 -0.16 -0.06 0.29 0.76
C -2.23307 1.38273 -1.63041 -0.25 0.27 0.06 0.06
H 4.77867 -0.13931 -1.91040 0.04 0.00 0.01 0.27
H -3.22343 -1.53680 -1.94948 -0.03 -0.09 -0.02 0.44
H 0.65400 -0.66045 4.92623 0.01 -0.01 0.01 0.26
H 1.33665 -2.75073 -0.06747 0.02 0.13 0.11 0.21
H 2.07736 -3.35076 1.37837 -0.07 0.05 0.03 0.27
H -3.06517 4.01845 -1.48545 0.13 0.02 -0.09 0.51
H -0.70431 1.12331 3.81683 0.00 -0.01 0.01 0.27
H 5.28616 -1.80879 -1.58234 0.03 0.02 -0.02 0.28
H 1.86157 -2.30484 3.51565 0.01 -0.02 -0.02 0.25
H 5.42276 -0.59059 -0.30811 0.04 -0.01 0.00 0.27
H 4.04337 -2.31715 0.87363 0.01 -0.02 0.02 0.44
H -0.79385 1.17297 1.33746 -0.01 0.00 0.08 0.22
H -5.18110 0.03800 -1.98235 -0.04 0.07 0.00 0.29
```
Forces are in eV/Å.

Its molar mass is 394.18 Da. For the total energy, the calculation gives -30922.36064 eV. Its relative energy (zero: lowest compared OMol25 entry of this formula, charge and spin) is 0.0 kJ/mol. The HOMO energy comes out at -15.5 eV. For the gap between HOMO and LUMO, the calculation gives 8.22 eV. The max |F| comes out at 0.57 eV Å⁻¹. The total charge is +2.